The following is a quantum chemistry calculation of a 3-piece molecular cluster, C25H53FN2O2SSi overall, from OMol25.

Each atom is followed by the atoms it is bonded to, with distances in Å.
Geometry (Å):
1 C -0.59222 2.05453 -0.07959  C2 1.536, H21 1.092, H22 1.093, H23 1.092
2 C -0.08940 1.20281 -1.25469  C1 1.536, C3 1.521, H24 1.094, H25 1.095
3 C 0.42686 -0.14945 -0.78690  C2 1.521, O4 1.418, H26 1.095, H27 1.100
4 O -0.47913 -0.81558 0.07618  C3 1.418, C5 1.421
5 C -1.68226 -1.22913 -0.55784  O4 1.421, Si6 1.876, H28 1.101, H29 1.100
6 Si -2.35048 -2.66385 0.44979  C5 1.876, F7 1.622, C8 1.860, H30 1.476
7 F -3.90152 -2.85793 0.01503  Si6 1.622
8 C -1.47452 -4.26598 0.09685  Si6 1.860, C9 1.545, H31 1.096, H32 1.097
9 C -1.87602 -4.94717 -1.23095  C8 1.545, C10 1.543, H33 1.091, H34 1.094
10 C -1.08890 -4.43504 -2.45576  C9 1.543, C11 1.535, H35 1.095, H36 1.096
11 C -1.88804 -4.15393 -3.73603  C10 1.535, C12 1.539, H37 1.097, H38 1.095
12 C -3.16537 -3.30566 -3.60918  C11 1.539, C13 1.533, H39 1.096, H40 1.097
13 C -4.47387 -4.10396 -3.62170  C12 1.533, C14 1.525, H41 1.095, H42 1.095
14 C -5.70547 -3.24894 -3.90138  C13 1.525, S15 1.812, H43 1.095, H44 1.088
15 S -6.05143 -2.05473 -2.58380  C14 1.812, C16 1.734
16 C -7.36808 -2.88649 -1.82143  S15 1.734, N17 1.290, O20 1.355
17 N -7.89018 -4.03940 -2.06917  C16 1.290, N18 1.398
18 N -8.91943 -4.19960 -1.13729  N17 1.398, C19 1.276
19 C -8.91331 -3.14548 -0.41859  N18 1.276, O20 1.353, H45 1.079
20 O -7.96469 -2.25245 -0.78284  C16 1.355, C19 1.353
21 H -0.06320 1.77622 0.83418  C1 1.092
22 H -1.66057 1.90850 0.09683  C1 1.093
23 H -0.44017 3.12061 -0.26186  C1 1.092
24 H -0.87497 1.06007 -2.00320  C2 1.094
25 H 0.72276 1.74109 -1.75394  C2 1.095
26 H 1.34522 -0.01748 -0.20564  C3 1.095
27 H 0.67055 -0.79907 -1.64100  C3 1.100
28 H -1.48085 -1.55825 -1.58878  C5 1.101
29 H -2.40777 -0.40481 -0.62443  C5 1.100
30 H -2.35855 -2.33370 1.88798  Si6 1.476
31 H -1.67360 -4.94476 0.93384  C8 1.096
32 H -0.38957 -4.10333 0.09584  C8 1.097
33 H -2.95080 -4.85897 -1.39775  C9 1.091
34 H -1.67786 -6.01719 -1.11570  C9 1.094
35 H -0.33717 -5.18894 -2.71116  C10 1.095
36 H -0.51708 -3.54230 -2.17687  C10 1.096
37 H -2.13713 -5.10421 -4.22372  C11 1.097
38 H -1.20922 -3.64315 -4.42727  C11 1.095
39 H -3.14006 -2.69280 -2.70107  C12 1.096
40 H -3.20284 -2.60512 -4.45232  C12 1.097
41 H -4.60943 -4.62100 -2.66641  C13 1.095
42 H -4.42093 -4.87242 -4.40053  C13 1.095
43 H -5.56196 -2.65774 -4.81127  C14 1.095
44 H -6.59112 -3.86500 -4.04205  C14 1.088
45 H -9.56291 -2.90523 0.40844  C19 1.079
46 C 2.37392 5.83134 5.67914  C47 1.525, H52 1.091, H53 1.091, H54 1.092
47 C 1.53360 4.61376 6.05092  C46 1.525, C48 1.528, H55 1.094, H56 1.093
48 C 2.09515 3.29784 5.51483  C47 1.528, C49 1.530, H57 1.093, H58 1.095
49 C 2.19367 3.21703 3.99036  C48 1.530, C50 1.528, H59 1.095, H60 1.094
50 C 0.87634 3.44263 3.25000  C49 1.528, C51 1.526, H61 1.094, H62 1.094
51 C -0.19926 2.41542 3.59145  C50 1.526, H63 1.093, H64 1.091, H65 1.091
52 H 2.42162 5.97398 4.59845  C46 1.091
53 H 1.95810 6.74237 6.11125  C46 1.091
54 H 3.39681 5.72382 6.04671  C46 1.092
55 H 0.50960 4.75492 5.69402  C47 1.094
56 H 1.46578 4.54413 7.13963  C47 1.093
57 H 1.48151 2.47238 5.88552  C48 1.093
58 H 3.09374 3.14165 5.93540  C48 1.095
59 H 2.58603 2.23133 3.72016  C49 1.095
60 H 2.93129 3.94104 3.63195  C49 1.094
61 H 1.07550 3.40798 2.17518  C50 1.094
62 H 0.49919 4.44903 3.45282  C50 1.094
63 H 0.14922 1.40338 3.37122  C51 1.093
64 H -1.10465 2.58805 3.00819  C51 1.091
65 H -0.47533 2.45265 4.64628  C51 1.091
66 C 6.47939 2.16865 -2.94326  C67 1.525, H72 1.091, H73 1.091, H74 1.092
67 C 6.25991 1.04252 -1.93806  C66 1.525, C68 1.528, H75 1.094, H76 1.093
68 C 4.79002 0.67168 -1.74820  C67 1.528, C69 1.529, H77 1.094, H78 1.095
69 C 3.90688 1.80336 -1.22053  C68 1.529, C70 1.528, H79 1.094, H80 1.094
70 C 4.34811 2.40118 0.11451  C69 1.528, C71 1.526, H81 1.094, H82 1.093
71 C 4.34182 1.39557 1.26164  C70 1.526, H83 1.093, H84 1.091, H85 1.091
72 H 6.00305 3.09592 -2.62134  C66 1.091
73 H 7.54205 2.37565 -3.07477  C66 1.091
74 H 6.06741 1.90340 -3.91942  C66 1.092
75 H 6.70100 1.32052 -0.97681  C67 1.094
76 H 6.80142 0.15366 -2.27165  C67 1.093
77 H 4.72461 -0.18758 -1.07472  C68 1.094
78 H 4.38300 0.33319 -2.70661  C68 1.095
79 H 2.88710 1.42294 -1.11197  C69 1.094
80 H 3.84893 2.60158 -1.96602  C69 1.094
81 H 3.67578 3.22721 0.36282  C70 1.094
82 H 5.34416 2.84168 0.01725  C70 1.093
83 H 3.34617 0.96383 1.39378  C71 1.093
84 H 4.62389 1.87076 2.20197  C71 1.091
85 H 5.04012 0.57589 1.08504  C71 1.091

Calculated values
Total charge = 0
HOMO = -8.858 eV
SMILES = CCCOC[Si@@H](F)CCCCCCCSc1nnco1.CCCCCC.CCCCCC
DFT total energy = -2031.92647 Eh
Kohn-Sham gap = 9.5 eV

***

The following is a quantum chemistry calculation of a 2-piece molecular cluster, C5H8N2 overall in a non-equilibrium geometry, from OMol25.

Each atom is followed by the atoms it is bonded to, with distances in Å.
Geometry (Å):
1 C -2.08636 0.13803 -0.01219  C2 1.514, H8 1.094, H9 1.096, H10 1.095
2 C -1.02303 -0.40500 -0.94269  C1 1.514, C3 1.484, N6 1.439, H11 1.098
3 C 0.30082 0.22891 -1.15996  C2 1.484, C4 1.452, N6 1.469, H12 1.092
4 C 0.76782 1.30589 -0.30545  C3 1.452, N5 1.162
5 N 1.23775 2.06177 0.44085  C4 1.162
6 N 0.16783 -1.06549 -0.47877  C2 1.439, C3 1.469
7 C 2.11088 -0.60737 1.43698  H13 1.079, H14 1.088, H15 1.084
8 H -1.66649 0.82723 0.72592  C1 1.094
9 H -2.85736 0.66783 -0.58410  C1 1.096
10 H -2.56900 -0.69016 0.51655  C1 1.095
11 H -1.44404 -0.84895 -1.85500  C2 1.098
12 H 0.74549 0.24985 -2.15716  C3 1.092
13 H 1.67662 -0.81939 0.47170  C7 1.079
14 H 2.83348 -1.29204 1.87610  C7 1.088
15 H 1.80556 0.24889 2.02723  C7 1.084

Calculated values
Total charge = 0
HOMO (alpha / beta) = -10.657 / -8.273 eV
Relative energy (zero: lowest compared OMol25 entry of this formula, charge and spin) = 555.9 kJ/mol
DFT total energy = -304.62377 Eh
Kohn-Sham gap (alpha / beta) = 11.2 / 6.9 eV

***

The following is a quantum chemistry calculation of one molecule with the formula C5H8N2O in a non-equilibrium geometry, from OMol25.

Each atom is followed by the atoms it is bonded to, with distances in Å.
Geometry (Å):
1 C 0.51057 -1.06746 0.09174  N6 1.380, N7 1.408, O8 1.229
2 C -1.63511 0.50348 0.48231  C3 1.629, C4 1.614, H9 1.087, H10 1.096
3 C -1.95684 -0.95461 -0.16962  C2 1.629, N6 1.368, H11 1.082
4 C -0.23373 1.26352 0.23198  C2 1.614, N7 1.348, H12 1.078
5 C 2.09180 0.74200 -0.12651  N7 1.449, H13 1.089, H14 1.089, H15 1.091
6 N -0.73482 -1.56587 -0.23194  C1 1.380, C3 1.368, H16 1.014
7 N 0.72464 0.32404 0.10757  C1 1.408, C4 1.348, C5 1.449
8 O 1.45616 -1.83933 0.23785  C1 1.229
9 H -2.45274 1.18544 0.26099  C2 1.087
10 H -1.64266 0.31050 1.56124  C2 1.096
11 H -2.60780 -1.07010 -1.02650  C3 1.082
12 H -0.15387 2.17564 -0.33684  C4 1.078
13 H 2.39190 1.46739 0.62867  C5 1.089
14 H 2.73134 -0.13740 -0.06044  C5 1.089
15 H 2.19237 1.19489 -1.11428  C5 1.091
16 H -0.68120 -2.53212 -0.53622  N6 1.014

Calculated values
Total charge = 0
HOMO (alpha / beta) = -6.982 / -7.420 eV
Relative energy (zero: lowest compared OMol25 entry of this formula, charge and spin) = 333.7 kJ/mol
DFT total energy = -379.96108 Eh
Kohn-Sham gap (alpha / beta) = 7.3 / 7.8 eV

***

> Number 1 is which compound?

C25H53FN2O2SSi

***

> total charge of number 2 (C5H8N2)?

0